ORCA calculation (ωB97M-V/def2-TZVPD) on a molecular structure, C18H18N7SSn.

```
45
C18H18N7SSn | the OMol25 dataset | ωB97M-V/def2-TZVPD
Sn 0.1709 -0.4417 0.3965
S 1.2953 -2.5239 -0.5432
N -2.2575 -0.6166 -0.0329
N 0.9807 3.0644 -1.7972
N -0.0572 -3.4251 1.6775
N 1.8524 -4.5182 1.0991
N 2.1127 1.1425 -0.9096
N -0.8503 -2.3764 1.3367
N -0.4586 2.4451 -0.0434
C -2.8691 -1.2979 0.9637
C -1.5357 2.7264 0.7052
C -4.2060 -1.0749 1.2574
C -2.7596 -3.3814 2.5102
C 3.2191 2.6333 -2.4211
C 4.4045 0.7626 -1.5541
C -0.1715 3.2550 -1.0492
C -2.0878 -2.3634 1.6464
C -2.0970 4.6076 -0.6179
C -2.3822 3.7848 0.4727
C 0.9603 -3.5389 0.8730
C -2.9549 0.2718 -0.7439
C 2.0994 2.2391 -1.6691
C 4.3720 1.8901 -2.3687
C 3.2636 0.4419 -0.8618
C -4.9252 -0.1563 0.5068
C -4.2964 0.5247 -0.5213
C -0.9868 4.3497 -1.3841
H 2.5844 -4.6929 0.4374
H -2.7360 5.4499 -0.8533
H -3.2854 -2.8940 3.3343
H -0.7268 4.9891 -2.2199
H -1.7170 2.0468 1.5344
H -4.6829 -1.6137 2.0641
H -3.2369 3.9637 1.1104
H 1.7039 -5.1538 1.8652
H -2.0206 -4.0653 2.9135
H -5.9712 0.0233 0.7232
H 5.2908 0.1486 -1.4678
H 5.2394 2.1878 -2.9439
H -3.4915 -3.9519 1.9334
H -2.4107 0.7983 -1.5211
H 3.2512 -0.4341 -0.2238
H 1.1141 3.7761 -2.4918
H -4.8291 1.2330 -1.1420
H 3.1654 3.5295 -3.0295
```

Summary:
- frontier orbital gap (eV) = 7.68
- HOMO energy (eV) = -10.891
- 2S+1 = 1
- energy (eV) = -46051.1702
- energy above the lowest of the compared OMol25 structures with the same formula, charge and spin (eV) = 0.371
- largest force on an atom (eV/A) = 0.529
- LUMO energy (eV) = -3.21
- net charge = +1

Charges in e, computed with natural (NBO), in the same order as the atoms: 1.29 -0.38 -0.52 -0.57 -0.43 -0.77 -0.51 -0.34 -0.51 0.17 0.05 -0.22 -0.69 -0.27 -0.28 0.40 0.25 -0.14 -0.29 0.33 0.07 0.39 -0.13 0.05 -0.13 -0.24 -0.28 0.42 0.23 0.24 0.22 0.20 0.24 0.23 0.42 0.27 0.24 0.24 0.23 0.24 0.22 0.21 0.40 0.24 0.22

=====

ORCA calculation (ωB97M-V/def2-TZVPD) on a single C18H18O5 molecule.

```
41
C18H18O5 | the OMol25 dataset | ωB97M-V/def2-TZVPD
O -4.6143 -0.2568 0.4957
O -0.0881 1.2357 -4.3592
O 1.8087 1.0440 -2.6178
O 2.5997 -0.2557 4.5749
O -2.5402 -0.7790 1.0098
C -1.6755 0.1024 -2.9030
C 0.6579 0.5137 3.3103
C 2.6164 0.9399 5.3173
C 0.3660 -0.0914 -1.0226
C -0.4249 0.6169 -3.1974
C -3.5443 -0.6696 0.1405
C 1.6323 -0.4249 3.6337
C 2.8770 0.9935 -1.7055
C -0.2618 -0.9830 1.6592
C -0.2735 0.2319 2.3265
C -1.0775 1.3893 -5.3465
C 0.6144 0.5133 -2.2416
C -1.9084 -0.5201 -1.6822
C -3.2365 -1.0897 -1.2891
C 1.6496 -1.6462 2.9570
C -0.8944 -0.6074 -0.7450
C 0.7108 -1.9210 1.9863
C -1.2618 -1.2580 0.5677
H -4.0449 -0.7629 -1.9415
H 2.4089 -2.3659 3.2185
H -0.5911 1.9104 -6.1694
H -1.4480 0.4215 -5.7006
H -1.0288 0.9618 2.0802
H -2.4833 0.1727 -3.6134
H -1.3461 -2.3473 0.4139
H 0.7350 -2.8720 1.4741
H 2.6458 1.5354 -0.7824
H 0.6133 1.4660 3.8143
H 3.7131 1.4772 -2.2080
H 3.4496 0.8433 6.0115
H 2.7813 1.8108 4.6747
H 3.1499 -0.0381 -1.4593
H -3.1952 -2.1852 -1.3035
H 1.6888 1.0747 5.8825
H 1.1386 -0.1707 -0.2757
H -1.9184 1.9903 -4.9849
```

Summary:
- frontier orbital gap (eV) = 8.79
- HOMO energy (eV) = -8.136
- 2S+1 = 1
- energy (eV) = -29194.8809
- energy above the lowest of the compared OMol25 structures with the same formula, charge and spin (eV) = 0.000
- largest force on an atom (eV/A) = 0.934
- LUMO energy (eV) = 0.65

Charges in e, computed with natural (NBO), in the same order as the atoms: -0.57 -0.48 -0.48 -0.49 -0.49 -0.28 -0.26 -0.25 -0.30 0.28 0.81 0.29 -0.25 -0.09 -0.18 -0.25 0.27 -0.03 -0.54 -0.26 0.00 -0.18 0.06 0.25 0.23 0.20 0.17 0.23 0.22 0.19 0.21 0.18 0.21 0.20 0.20 0.18 0.18 0.24 0.18 0.23 0.18